Entry from the Open Molecules 2025 dataset: a gas-phase ion, C8H11O2S (charge -1) (the ωB97M-V functional and the def2-TZVPD basis).

```
22
Properties=species:S:1:pos:R:3:forces:R:3
S -2.356 -0.127 -0.010 -0.788 1.026 1.321
O -2.200 -0.833 -1.267 0.070 -1.334 -1.539
O -2.649 1.321 -0.248 0.213 -0.397 0.219
C 1.567 -0.516 -1.041 -1.393 1.248 -0.293
C -0.560 1.170 1.669 0.614 -1.620 0.422
C -0.046 -1.320 1.273 0.643 -2.807 2.053
C 0.691 -2.227 0.493 -2.220 0.420 0.667
C 1.411 -1.770 -0.614 2.325 -2.713 1.022
C -0.541 -0.140 0.829 -0.511 4.318 -2.147
C 0.336 1.696 -1.327 -2.462 -3.037 0.056
C 0.389 0.211 -1.046 -2.679 -0.118 1.118
H -0.725 0.932 2.705 -0.062 -0.243 0.807
H -0.194 -1.626 2.384 0.381 0.654 -1.675
H 2.494 -0.098 -1.342 0.872 0.151 -0.412
H 2.253 -2.386 -0.835 0.632 -0.955 -0.251
H 0.697 -3.269 0.855 0.611 0.573 -0.376
H 0.470 1.684 -2.368 0.811 1.190 -1.491
H -1.276 1.912 1.421 -0.944 0.214 -0.726
H -0.654 2.034 -1.081 -0.512 0.273 -0.145
H 0.973 2.077 -0.642 2.638 2.114 1.270
H 0.378 1.688 1.642 0.914 0.017 -0.119
H -0.459 -0.414 -1.452 0.846 1.026 0.219
```
Forces are in eV/Å.

net charge	-1
LUMO	3.799	eV
maximum force	4.849	eV Å⁻¹
E_HOMO	-3.304	eV
orbital gap	0.26101	Ha
energy above the lowest of the compared OMol25 structures with the same formula, charge and spin	319.3	kJ/mol